Below is one molecule with the formula C5H6O, with properties calculated with ωB97M-V with the def2-TZVPD basis set.

Properties
Energy above the lowest of the compared OMol25 structures with the same formula, charge and spin: 2.111 eV
SMILES: CC#CC(C)=O
M: 82.1 g/mol
F_max: 0.73 eV/Å
Gap between HOMO and LUMO: 10.83 eV
Lowest unoccupied orbital energy: 0.72 eV
HOMO level: -10.1 eV

Structure (ORCA input):
```
! wB97M-V def2-TZVPD RIJCOSX def2/J DEFGRID3
* xyz 0 1
C 1.3161 0.4330 -1.6475
C 0.9904 0.5899 -0.2396
C 0.6042 0.6258 0.9078
C -0.4529 0.0720 1.7785
C -1.2578 -0.8138 0.8038
O -0.6224 0.2769 2.9527
H 0.4721 0.7526 -2.2678
H 2.1926 1.0164 -1.9185
H 1.5062 -0.6219 -1.8720
H -1.5547 -0.1315 0.0018
H -0.5172 -1.5047 0.3910
H -2.1306 -1.3828 1.1225
*
```